Entry 1:
The following is a DFT calculation (wB97M-V/def2-TZVPD) of 9 unconnected molecules or ions with the total composition C39H95N9O5.

```
148
Properties=species:S:1:pos:R:3:forces:R:3
C -1.251 2.705 -2.651 0.227 0.137 0.120
C -1.827 3.584 -1.539 0.534 -0.628 -0.279
N -3.132 4.140 -1.806 -0.191 -0.916 0.026
C -3.338 4.685 -3.138 0.003 0.684 0.226
C -2.514 5.961 -3.407 0.167 -0.703 0.416
C -3.656 4.902 -0.687 -0.194 0.938 -0.103
C -5.143 5.208 -0.836 0.148 -0.354 0.331
H -0.314 2.259 -2.306 -0.082 0.096 0.175
H -0.986 3.304 -3.524 -0.235 -0.186 -0.196
H -1.896 1.864 -2.908 -0.230 0.206 -0.178
H -1.907 2.940 -0.658 -0.045 0.354 -0.048
H -1.047 4.339 -1.341 -0.189 0.192 0.225
H -3.131 3.925 -3.891 0.194 -0.092 0.095
H -4.400 4.896 -3.260 -0.056 0.095 0.070
H -2.800 6.433 -4.344 0.067 0.166 0.045
H -2.603 6.634 -2.555 -0.298 0.286 -0.230
H -1.452 5.701 -3.419 0.015 0.038 -0.316
H -3.089 5.839 -0.549 -0.057 0.112 -0.007
H -3.551 4.406 0.281 0.358 -0.570 -0.342
H -5.537 5.590 0.107 0.059 0.195 -0.080
H -5.649 4.254 -1.008 -0.169 0.145 -0.241
H -5.362 5.914 -1.633 -0.107 -0.003 -0.027
C -1.563 -0.703 7.364 0.480 -0.438 0.096
C -0.786 -0.640 6.051 -0.180 -0.327 0.069
N -0.683 -1.937 5.389 -0.546 -0.572 0.172
C -0.021 -2.951 6.190 0.730 -0.270 0.212
C 1.445 -2.677 6.556 0.568 -0.221 -0.614
C -0.164 -1.884 4.020 -0.349 0.603 0.686
C -1.159 -1.183 3.101 1.095 -0.185 -0.532
H -1.140 -1.449 8.041 0.015 0.157 0.067
H -2.597 -0.997 7.187 -0.050 0.153 -0.042
H -1.509 0.263 7.863 -0.180 0.038 -0.002
H -1.366 0.045 5.436 0.349 0.043 -0.354
H 0.225 -0.243 6.208 -0.049 0.384 0.070
H -0.527 -3.194 7.127 -0.455 0.286 -0.212
H -0.033 -3.878 5.612 -0.094 -0.021 -0.037
H 1.880 -3.538 7.069 -0.179 0.053 0.212
H 2.050 -2.587 5.647 -0.061 0.172 0.027
H 1.633 -1.785 7.151 -0.231 -0.018 0.098
H 0.047 -2.894 3.665 -0.182 -0.121 0.132
H 0.801 -1.353 4.011 0.040 0.092 -0.246
H -2.137 -1.656 3.112 -0.109 0.127 0.178
H -0.751 -1.247 2.087 -0.150 0.072 -0.019
H -1.187 -0.121 3.329 -0.344 0.008 0.059
C 4.529 -5.398 0.936 0.735 -0.145 -0.792
C 4.559 -3.868 0.942 -0.275 0.240 0.565
N 3.883 -3.140 -0.163 -0.137 -1.952 0.082
C 2.443 -3.467 -0.172 0.003 0.087 0.385
C 1.738 -2.834 1.023 -0.159 -0.011 -0.305
C 4.525 -3.583 -1.411 0.002 2.095 -0.932
C 4.055 -2.709 -2.588 -0.112 -0.024 -0.096
H 3.555 -5.883 0.981 -0.157 0.305 0.375
H 5.173 -5.753 1.741 -0.231 -0.052 0.151
H 4.977 -5.791 0.018 0.099 0.034 0.042
H 4.145 -3.560 1.906 -0.106 0.212 -0.142
H 5.583 -3.488 0.969 0.107 -0.287 -0.072
H 2.018 -3.118 -1.115 0.001 0.211 0.112
H 2.235 -4.544 -0.143 0.269 -0.140 -0.153
H 0.665 -3.034 0.993 -0.030 0.164 -0.174
H 2.072 -3.254 1.971 0.191 0.091 -0.014
H 1.917 -1.758 1.010 -0.137 0.039 0.228
H 4.450 -4.632 -1.701 -0.174 -0.178 0.382
H 5.577 -3.293 -1.353 0.132 -0.515 0.455
H 3.078 -2.977 -2.996 0.096 -0.152 -0.047
H 4.800 -2.758 -3.385 -0.162 -0.096 -0.127
H 3.983 -1.661 -2.287 0.084 -0.059 0.152
C -2.636 -3.124 -5.097 -0.276 0.394 0.635
C -2.159 -2.375 -3.841 0.217 0.167 -0.635
N -0.695 -2.338 -3.629 0.196 -0.437 0.570
C -0.128 -3.700 -3.485 -0.579 0.566 -0.005
C -0.560 -4.346 -2.160 0.070 -0.177 -0.679
C 0.009 -1.551 -4.657 -1.726 0.163 -0.045
C -0.652 -0.176 -4.685 0.499 1.087 0.666
H -2.162 -2.757 -6.006 0.297 -0.331 -0.005
H -3.697 -2.906 -5.241 -0.056 -0.209 0.140
H -2.514 -4.189 -4.916 0.015 -0.118 -0.581
H -2.530 -1.353 -3.917 0.107 -0.021 0.274
H -2.626 -2.816 -2.965 -0.017 -0.027 0.099
H 0.959 -3.597 -3.492 0.028 -0.036 -0.029
H -0.404 -4.275 -4.374 0.099 -0.371 0.106
H -0.389 -5.424 -2.166 0.495 0.088 0.071
H -1.631 -4.288 -1.977 -0.038 0.398 0.037
H 0.003 -3.847 -1.374 -0.265 -0.242 0.301
H 1.049 -1.404 -4.383 0.154 -0.462 -0.084
H -0.140 -2.066 -5.612 0.708 0.126 -0.235
H -0.920 0.050 -3.647 -0.162 -0.005 -0.111
H 0.037 0.640 -4.916 0.167 -0.242 -0.387
H -1.540 -0.012 -5.292 0.052 -0.418 -0.160
C -5.066 1.503 -1.354 0.658 -0.146 -0.360
N -6.132 1.117 -0.457 -0.334 0.358 -0.509
C -6.018 0.156 0.486 0.588 0.071 0.516
C -7.247 -0.196 1.283 -0.010 -0.069 -0.330
O -4.943 -0.363 0.757 -0.068 -0.008 -0.381
H -4.313 2.171 -0.932 -0.113 -0.162 0.294
H -5.444 2.042 -2.223 -0.344 -0.054 0.141
H -4.554 0.620 -1.739 0.041 -0.064 0.132
H -7.023 1.536 -0.655 -0.175 -0.187 0.263
H -7.017 0.020 2.324 -0.201 0.110 0.040
H -7.407 -1.271 1.205 0.004 -0.003 -0.014
H -8.141 0.320 0.936 -0.025 0.057 0.203
C 3.975 0.360 0.865 0.135 -0.435 -0.116
N 4.701 -0.648 1.608 -0.426 0.803 -0.156
C 5.692 -0.369 2.489 0.628 -0.855 -0.551
C 6.024 1.077 2.745 0.024 0.484 0.850
O 6.348 -1.270 3.005 -0.222 0.113 0.156
H 3.763 -0.024 -0.136 0.248 -0.174 0.368
H 4.530 1.277 0.670 0.172 -0.923 0.728
H 3.025 0.659 1.317 -0.093 -0.112 0.136
H 4.470 -1.599 1.368 0.344 -0.023 0.235
H 5.161 1.612 3.150 -0.067 0.045 -0.282
H 6.421 1.641 1.902 -0.281 -0.214 -0.288
H 6.788 1.117 3.520 0.009 -0.240 -0.022
C -2.063 -0.848 -0.429 0.322 -0.198 -0.357
N -0.734 -0.834 -1.022 0.151 0.042 -0.211
C 0.245 0.040 -0.775 0.008 0.614 -0.281
C 1.528 -0.178 -1.555 -0.357 -0.493 0.366
O 0.144 1.016 -0.030 -0.061 -0.091 0.322
H -2.076 -1.605 0.353 -0.395 0.027 0.021
H -2.726 -1.119 -1.250 -0.334 -0.062 0.324
H -2.386 0.102 -0.014 0.214 0.101 -0.026
H -0.617 -1.398 -1.867 0.047 -0.197 0.152
H 2.343 -0.225 -0.834 -0.292 0.145 -0.261
H 1.679 0.668 -2.224 0.006 -0.067 -0.084
H 1.523 -1.132 -2.083 -0.064 0.184 -0.240
C -2.788 2.152 2.122 -0.411 -0.312 0.091
N -1.574 2.811 1.719 0.106 -0.879 -0.541
C -1.034 3.874 2.301 0.331 1.817 1.144
C 0.200 4.430 1.601 0.427 -0.875 0.281
O -1.473 4.418 3.316 -0.038 -0.412 -0.480
H -3.562 2.289 1.364 -0.118 -0.006 -0.033
H -3.170 2.531 3.065 0.230 0.311 0.005
H -2.657 1.076 2.251 0.158 0.049 -0.133
H -1.042 2.403 0.959 -0.092 -0.252 0.211
H 0.045 4.508 0.525 0.000 0.277 0.070
H 1.023 3.719 1.742 -0.095 -0.131 -0.102
H 0.564 5.338 2.069 -0.449 0.252 -0.122
C 5.377 1.262 -2.002 -0.031 -0.186 0.011
N 4.120 1.973 -1.982 -0.170 0.358 -0.272
C 3.684 2.734 -0.950 -0.283 -0.238 0.290
C 2.336 3.413 -1.088 0.643 -0.428 -0.037
O 4.292 2.801 0.109 0.216 1.758 -0.772
H 6.028 1.659 -1.227 -0.072 0.001 0.059
H 5.867 1.392 -2.967 -0.023 -0.037 -0.008
H 5.205 0.199 -1.815 0.253 0.020 -0.020
H 3.488 1.842 -2.751 0.099 0.112 -0.085
H 2.534 4.455 -0.847 -0.408 0.088 -0.029
H 1.707 2.939 -0.337 -0.161 0.194 0.029
H 1.865 3.288 -2.063 0.092 0.170 -0.057
```
Positions in Å, forces in eV/Å.

Results
Multiplicity: 1
Energy, Eh: -2411.9797
Energy above the lowest of the compared OMol25 structures with the same formula, charge and spin, kcal/mol: 0.0
SMILES: CCN(CC)CC.CCN(CC)CC.CCN(CC)CC.CCN(CC)CC.CNC(C)=O.CNC(C)=O.CNC(C)=O.CNC(C)=O.CNC(C)=O
Molar mass, g mol⁻¹: 770.25


Entry 2:
The following is a DFT calculation (wB97M-V/def2-TZVPD) of a molecular structure, C18H45F6K4N3O24P3S6.

```
109
Properties=species:S:1:pos:R:3:forces:R:3
K 1.307 -20.961 -7.644 -0.599 -0.134 0.034
K 3.583 -15.346 -7.876 -0.162 -0.576 -0.083
K -1.845 -14.750 -10.631 -0.148 0.710 0.068
K -2.417 -17.949 -11.852 -0.265 -0.727 -0.036
N 3.264 -20.053 -5.815 -7.007 2.598 1.473
S 2.638 -18.525 -5.246 -2.743 0.852 3.209
O 2.954 -17.402 -6.109 0.187 -1.048 0.479
O 2.559 -18.215 -3.776 0.630 -1.640 -4.521
F 1.094 -18.840 -5.617 1.232 -0.118 0.044
S 4.679 -19.677 -5.896 9.156 -1.492 1.900
O 5.267 -19.239 -4.628 -0.959 -0.109 -1.873
O 5.161 -19.068 -7.084 -0.015 0.687 -0.808
F 5.227 -21.204 -6.058 -0.294 0.780 -0.020
N -0.798 -17.049 -9.817 5.147 -0.066 -3.910
S 0.812 -17.620 -9.885 2.980 -1.322 -4.241
O 0.944 -18.875 -10.620 -0.822 2.120 1.534
O 1.668 -17.397 -8.751 -1.151 0.022 0.131
F 1.502 -16.585 -10.924 -1.398 0.093 0.598
S -1.025 -17.598 -8.448 -5.944 -1.680 8.414
O -0.805 -16.625 -7.387 0.463 -1.480 -1.223
O -0.857 -19.034 -8.202 0.774 2.492 -0.606
F -2.654 -17.502 -8.574 0.504 -0.104 -0.190
N -2.247 -22.831 -10.153 -2.025 -0.411 4.833
S -1.449 -21.612 -10.577 1.896 1.252 -5.141
O -0.076 -21.745 -10.190 0.375 1.494 0.296
O -2.142 -20.344 -10.737 0.928 -0.778 1.167
F -1.389 -22.093 -12.111 0.087 0.218 0.016
S -2.456 -22.409 -8.527 -4.405 -0.913 1.431
O -3.745 -21.757 -8.239 2.369 -1.459 -0.994
O -1.350 -21.807 -7.831 0.105 -1.020 -0.362
F -2.674 -23.926 -7.931 0.723 1.655 -0.791
C -2.957 -23.823 -4.506 -0.712 -1.293 -0.911
C -1.604 -24.147 -3.933 -0.670 0.617 0.933
O -1.212 -23.038 -3.101 1.208 2.710 -0.831
P -0.669 -21.591 -3.750 -1.339 -2.043 2.124
O 0.385 -21.821 -4.751 -0.297 0.677 -0.353
O -0.214 -20.844 -2.387 -0.647 -0.682 -1.464
C 1.174 -20.858 -2.047 1.321 0.913 -0.781
C 1.385 -19.937 -0.868 0.015 -0.850 0.070
O -2.039 -20.815 -4.160 2.153 -2.751 1.623
C -1.965 -19.600 -4.818 -1.002 1.196 -1.127
C -3.378 -19.088 -4.798 -1.023 0.477 -0.006
H -3.188 -24.570 -5.265 0.216 0.113 -0.565
H -3.793 -24.028 -3.837 0.251 0.668 0.592
H -3.018 -22.831 -4.955 -0.030 -0.172 0.103
H -1.688 -24.928 -3.178 0.105 -0.367 -0.388
H -0.862 -24.414 -4.685 0.115 0.275 0.049
H 1.585 -21.850 -1.860 -0.550 -0.277 0.271
H 1.768 -20.504 -2.890 -0.243 0.133 -0.210
H 2.451 -19.754 -0.728 0.016 -0.131 0.030
H 0.902 -18.967 -0.987 -0.199 -0.235 0.034
H 1.006 -20.537 -0.041 -0.090 0.749 0.569
H -1.359 -18.857 -4.299 0.436 -0.223 0.008
H -1.627 -19.784 -5.839 0.250 0.313 -0.034
H -3.414 -18.057 -5.150 -0.063 0.077 0.137
H -4.138 -19.642 -5.349 0.547 -0.328 -0.614
H -3.788 -19.174 -3.792 0.355 0.483 0.322
C 3.218 -14.388 -14.589 -0.999 -1.166 0.596
C 4.413 -14.373 -13.662 -0.067 1.437 -1.420
O 4.755 -15.677 -13.182 0.260 0.169 1.971
P 5.136 -15.953 -11.603 0.959 -1.947 -1.371
O 4.258 -15.410 -10.530 0.635 0.036 -0.773
O 6.691 -15.537 -11.504 -1.212 -1.017 -0.570
C 7.100 -14.198 -11.469 -0.770 1.716 0.542
C 8.560 -14.108 -11.239 0.776 0.247 0.250
O 5.285 -17.576 -11.655 -0.619 3.525 -0.971
C 5.578 -18.350 -10.509 2.894 -0.645 -0.215
C 4.389 -19.022 -10.040 -1.889 0.073 0.923
H 3.264 -15.030 -15.469 0.629 -0.247 0.141
H 2.444 -14.823 -13.956 -0.692 0.439 -0.370
H 2.960 -13.410 -14.993 0.004 0.157 0.549
H 5.148 -13.889 -14.306 1.211 -0.670 0.469
H 4.218 -13.625 -12.894 -0.051 -0.425 0.529
H 6.827 -13.538 -12.293 -0.180 -0.776 -0.949
H 6.515 -13.723 -10.681 0.344 0.132 0.647
H 8.791 -14.657 -10.326 0.397 0.134 -0.063
H 9.184 -14.441 -12.067 -0.309 -0.519 -0.035
H 8.839 -13.057 -11.160 -0.083 0.079 0.462
H 6.336 -19.048 -10.866 -0.120 -0.324 -0.232
H 6.158 -17.842 -9.739 -0.407 0.677 0.140
H 3.858 -18.317 -9.401 -0.277 -0.220 0.200
H 3.734 -19.179 -10.897 0.016 -0.621 0.078
H 4.610 -19.904 -9.439 -0.100 -0.012 -0.257
C 2.432 -17.754 -13.514 -0.836 0.156 -0.492
C 1.004 -17.293 -13.792 1.008 -0.732 -0.285
O 0.476 -18.099 -14.892 -1.039 -0.967 0.863
P -0.223 -19.526 -14.546 0.732 0.885 -0.716
O -1.044 -19.497 -13.296 0.743 -0.117 -1.768
O -1.033 -19.819 -15.958 1.945 -0.086 2.406
C -2.207 -19.090 -16.236 -1.899 -0.274 -0.930
C -2.970 -19.950 -17.304 0.239 0.583 0.995
O 1.065 -20.507 -14.540 -1.797 1.802 -0.168
C 0.843 -21.884 -14.212 0.647 -0.846 -0.125
C 1.618 -22.283 -12.942 -0.168 0.485 -0.273
H 2.428 -18.786 -13.163 0.064 0.093 0.138
H 2.906 -17.724 -14.495 0.666 0.097 0.328
H 2.855 -17.084 -12.765 0.232 -0.301 -0.380
H 0.471 -17.398 -12.848 -0.698 0.103 -0.488
H 1.018 -16.280 -14.195 -0.357 -0.055 0.304
H -2.829 -18.928 -15.356 0.014 -0.436 0.307
H -2.005 -18.074 -16.575 0.471 -0.115 -0.411
H -3.868 -19.481 -17.706 0.367 0.534 -0.231
H -2.235 -20.204 -18.067 -0.352 -0.058 -0.173
H -3.390 -20.848 -16.852 0.528 -0.207 0.165
H -0.231 -22.066 -14.203 0.099 -0.237 0.512
H 1.247 -22.399 -15.084 -0.068 -0.335 0.098
H 2.689 -22.389 -13.113 -0.017 -0.196 -0.483
H 1.577 -21.497 -12.188 -0.582 -0.080 0.090
H 1.234 -23.218 -12.534 -0.037 0.127 0.036
```
Positions in Å, forces in eV/Å.

Results
Multiplicity: 2
Energy, Eh: -9095.3021
Molar mass, g mol⁻¹: 1243.26